Entry from the OMol25 dataset: C25H26F6N2O2S2SiZr as an isolated structure (ωB97M-V/def2-TZVPD).

Each line ends with the natural charge from an NBO analysis.
Atoms and positions in Å:
Zr: 1.510 0.377 -0.555  2.17
C: -1.488 1.050 1.506  -0.67
C: -0.711 -0.155 1.116  0.40
N: 0.555 -0.230 1.457  -0.44
N: 0.995 -1.552 1.560  -0.40
C: 2.247 -1.792 1.371  -0.06
S: 3.455 -0.686 0.787  -0.24
S: 2.818 -3.410 1.696  0.33
C: 1.280 -4.244 2.178  -0.57
C: 0.679 -3.785 3.480  0.07
C: 1.427 -3.758 4.651  -0.24
C: 0.851 -3.356 5.846  -0.20
C: -0.484 -2.978 5.884  -0.22
C: -1.237 -3.003 4.719  -0.20
C: -0.657 -3.402 3.524  -0.24
C: -1.339 -1.264 0.379  -0.15
C: -2.581 -1.783 0.731  -0.18
C: -3.135 -2.832 0.017  -0.25
C: -2.452 -3.344 -1.080  -0.17
C: -1.234 -2.815 -1.473  -0.26
C: -0.665 -1.766 -0.759  0.36
O: 0.495 -1.225 -1.180  -0.85
H: -2.074 0.771 2.391  0.24
H: -2.166 1.365 0.720  0.25
H: -0.824 1.865 1.786  0.25
H: 1.565 -5.297 2.227  0.24
H: 0.567 -4.124 1.364  0.24
H: 2.473 -4.040 4.624  0.22
H: 1.446 -3.337 6.750  0.21
H: -0.934 -2.661 6.816  0.21
H: -2.279 -2.707 4.739  0.21
H: -1.238 -3.404 2.608  0.21
H: -3.100 -1.376 1.591  0.22
H: -4.090 -3.246 0.310  0.22
H: -2.881 -4.160 -1.647  0.22
H: -0.709 -3.192 -2.340  0.23
C: 5.112 1.663 -1.490  -0.64
C: 3.714 2.096 -1.920  0.11
O: 2.780 1.859 -0.934  -0.83
C: 3.707 3.605 -2.252  0.97
F: 4.266 4.299 -1.254  -0.31
F: 2.478 4.080 -2.439  -0.30
F: 4.420 3.847 -3.368  -0.33
C: 3.280 1.291 -3.167  0.97
F: 2.783 0.073 -2.701  -0.33
F: 2.296 1.839 -3.864  -0.29
F: 4.273 0.997 -3.996  -0.29
H: 5.320 2.116 -0.524  0.25
H: 5.868 1.970 -2.211  0.24
H: 5.144 0.579 -1.381  0.24
C: -3.822 3.444 -0.958  -1.10
Si: -2.593 3.184 -2.344  1.59
C: -3.333 2.104 -3.674  -1.10
C: -2.034 4.819 -3.048  -1.10
C: -1.132 2.311 -1.641  -0.47
C: -0.167 1.720 -1.181  -0.56
H: -4.701 3.984 -1.316  0.24
H: -3.380 4.020 -0.143  0.24
H: -4.161 2.487 -0.552  0.23
H: -4.218 2.573 -4.109  0.23
H: -3.626 1.134 -3.267  0.24
H: -2.614 1.926 -4.476  0.24
H: -2.876 5.372 -3.472  0.23
H: -1.296 4.666 -3.836  0.24
H: -1.574 5.438 -2.276  0.24

Total charge = 0
HOMO = -8.57 eV
ΔE to the lowest compared entry with this formula, charge and spin = 0.0 kcal per mole

Entry from the OMol25 dataset: a 14-piece molecular cluster, C4H26BO21 overall (ωB97M-V/def2-TZVPD).

Each line ends with the natural charge from an NBO analysis.
Atoms and positions in Å:
O: 1.321 0.778 2.702  -0.56
C: 0.614 0.223 1.898  0.69
O: 0.958 -0.387 0.774  -0.67
B: -0.260 -0.679 -0.001  1.17
O: -1.387 -0.383 0.912  -0.64
C: -0.962 0.155 2.057  0.73
O: -1.610 0.651 2.968  -0.63
O: -0.393 -2.090 -0.427  -0.63
C: -0.533 -2.109 -1.765  0.70
O: -0.711 -3.130 -2.407  -0.59
C: -0.642 -0.648 -2.288  0.71
O: -0.353 0.139 -1.282  -0.64
O: -0.894 -0.319 -3.447  -0.62
O: -1.891 -5.638 -2.804  -0.97
H: -1.524 -4.938 -2.260  0.49
H: -1.193 -5.846 -3.427  0.47
O: 0.075 -2.103 -5.618  -0.96
H: -0.299 -1.792 -6.444  0.46
H: -0.133 -1.412 -4.984  0.49
O: -1.199 3.466 1.681  -0.95
H: -2.015 3.052 1.392  0.48
H: -1.205 3.369 2.635  0.47
O: 2.072 3.465 0.764  -0.96
H: 2.231 3.545 -0.178  0.48
H: 1.241 2.989 0.829  0.49
O: 0.979 -4.757 -4.185  -0.96
H: 0.443 -4.112 -3.718  0.49
H: 0.649 -4.732 -5.085  0.47
O: -3.866 2.407 4.374  -0.93
H: -3.755 1.737 5.050  0.47
H: -2.983 2.750 4.230  0.46
O: -0.128 0.625 5.403  -0.96
H: 0.690 1.120 5.470  0.46
H: -0.486 0.864 4.544  0.48
O: -4.038 -0.698 3.788  -0.95
H: -3.923 -0.481 4.714  0.45
H: -3.293 -0.281 3.348  0.49
O: -2.652 1.638 -5.055  -0.95
H: -3.448 1.153 -5.277  0.46
H: -2.147 1.034 -4.507  0.49
O: 2.700 3.538 3.499  -0.95
H: 2.443 3.683 2.585  0.49
H: 2.018 2.961 3.849  0.46
O: 2.933 -1.838 -0.717  -0.97
H: 2.363 -1.569 0.005  0.47
H: 2.939 -1.082 -1.311  0.49
O: 3.095 0.534 -2.183  -0.95
H: 2.257 0.964 -2.364  0.48
H: 3.689 1.250 -1.950  0.48
O: 4.391 1.195 1.460  -0.95
H: 4.348 0.270 1.213  0.47
H: 3.474 1.466 1.538  0.48

Total charge = -1
HOMO = -8.56 eV
ΔE to the lowest compared entry with this formula, charge and spin = 15.8 kcal per mole